No. 1
The following is a DFT calculation (ωB97M-V with the def2-TZVPD basis set) of a gas-phase ion, C4H9N2 (charge +1) in a non-equilibrium geometry.

```
15
Properties=species:S:1:pos:R:3:forces:R:3
C -2.289 -0.463 -0.132 -1.015 -0.566 0.301
C 1.394 -1.502 0.147 3.601 2.224 2.188
C -0.940 -0.433 0.146 7.828 1.873 1.112
C 0.678 1.684 -0.234 2.725 -2.637 -1.387
N 0.132 -1.424 0.004 -10.004 -0.945 -2.898
N -0.253 0.788 0.508 -3.818 1.752 0.968
H -2.747 -1.276 -0.633 0.103 -0.889 -0.701
H -3.063 0.196 0.215 0.479 0.722 0.466
H 1.989 -2.357 0.002 0.031 -1.094 -0.606
H 0.605 2.701 0.147 -0.155 -0.231 -0.312
H 1.744 1.276 -0.105 -1.269 0.907 0.432
H 0.675 1.533 -1.372 -0.995 0.569 1.540
H -0.392 -2.182 -0.505 1.458 0.230 0.687
H -0.823 1.457 1.151 0.781 -1.891 -1.495
H 1.800 -0.760 0.830 0.249 -0.024 -0.295
```
Forces are in eV/Å.

The energy is -7262.105 eV. As for the spin multiplicity: 3. The gap between HOMO and LUMO (spin up / spin down) comes out at 7.67 / 7.65 eV. As for the total charge: +1.


No. 2
The following is a DFT calculation (ωB97M-V with the def2-TZVPD basis set) of 2 unconnected molecules or ions with the total composition C5H16N3 in a non-equilibrium geometry.

```
24
Properties=species:S:1:pos:R:3:forces:R:3
C -0.497 0.689 1.872 0.596 0.538 -0.138
C 1.621 -0.549 1.512 -0.142 -0.001 0.346
N 0.858 0.509 1.285 -1.076 -0.442 -0.700
N 1.589 -1.090 2.738 0.672 0.066 0.478
N 2.383 -1.100 0.571 0.235 0.048 0.239
H 0.846 0.862 0.339 0.538 0.013 -0.074
H 1.504 -0.460 3.531 -0.230 -0.213 -0.246
H 2.175 -1.897 2.913 -0.179 0.050 -0.049
H 2.224 -0.924 -0.399 -0.061 0.205 -0.360
H 3.264 -1.516 0.820 -0.032 -0.209 0.008
H -1.175 0.799 1.035 -0.103 -0.025 0.154
H -0.461 1.621 2.417 -0.347 0.086 0.416
H -0.820 -0.143 2.478 0.207 -0.186 0.231
C -1.363 0.522 -2.488 1.120 -0.870 0.365
C -0.518 -0.734 -2.134 -0.243 0.374 -1.015
C -1.856 1.218 -1.236 -1.044 -0.116 -0.854
H -0.693 1.146 -3.056 -0.101 0.599 -0.380
H -2.114 0.114 -3.161 -0.383 0.484 0.084
H -1.196 -1.511 -1.820 0.017 -0.458 0.391
H 0.301 -0.620 -1.417 -0.214 0.304 0.191
H -2.694 1.911 -1.333 0.283 0.253 -0.528
H -2.291 0.463 -0.608 0.115 -0.474 0.775
H -0.053 -1.053 -3.070 0.036 -0.256 0.163
H -1.035 1.747 -0.789 0.336 0.229 0.501
```
Forces are in eV/Å.

The energy is -9909.031 eV. The gap between HOMO and LUMO comes out at 11.49 eV. As for the total charge: +1.


No. 3
The following is a DFT calculation (ωB97M-V with the def2-TZVPD basis set) of a single CH3N3OS molecule in a non-equilibrium geometry.

```
9
Properties=species:S:1:pos:R:3:forces:R:3
C -0.658 -0.522 -0.067 0.422 1.039 0.021
N 0.424 1.528 0.155 0.511 2.300 -1.152
N 1.204 0.860 0.817 1.578 -0.257 1.584
N -0.545 0.943 -0.446 -2.264 -2.510 -1.438
O 1.827 -1.605 0.011 0.093 0.625 0.511
S 0.918 -0.847 0.894 -0.627 -0.865 -1.800
H -1.284 -0.538 0.833 -0.901 -0.420 -0.809
H -0.826 -1.215 -0.941 -0.001 0.725 1.334
H -1.061 1.396 -1.253 1.188 -0.636 1.749
```
Forces are in eV/Å.

The energy is -18435.417 eV. The gap between HOMO and LUMO comes out at 10.16 eV.


No. 4
The following is a DFT calculation (ωB97M-V with the def2-TZVPD basis set) of a molecular structure, C11H15N4O5Pt in a non-equilibrium geometry.

```
36
Properties=species:S:1:pos:R:3:forces:R:3
Pt 0.058 -0.050 -0.215 0.556 0.209 1.408
C -2.944 -1.714 -1.702 0.019 0.024 -0.027
C -1.554 -2.228 -1.769 0.085 0.096 -0.186
N -0.470 -1.653 -1.267 -0.114 0.322 -0.619
C 0.610 -2.472 -1.513 0.065 0.021 0.160
C 0.180 -3.552 -2.208 -0.018 -0.056 0.058
N -1.172 -3.375 -2.359 -0.015 -0.043 0.037
C 0.837 -4.779 -2.745 0.046 -0.029 0.018
O 2.125 -4.907 -2.517 -0.069 -0.064 -0.077
O 0.162 -5.573 -3.345 -0.015 0.000 -0.008
C 1.896 -2.102 -0.877 -0.122 0.216 -0.175
O 2.899 -2.769 -1.015 0.056 -0.045 0.030
O 1.803 -1.002 -0.171 -0.198 -0.585 0.032
H -2.957 -0.782 -1.140 -0.019 -0.028 0.012
H -3.592 -2.430 -1.196 -0.002 -0.002 -0.003
H -3.345 -1.538 -2.700 -0.009 -0.010 0.000
H -1.755 -4.054 -2.832 0.008 -0.008 0.014
H 2.506 -4.159 -1.993 0.032 0.042 0.055
N -1.841 1.750 -1.612 0.073 0.033 -0.020
C -2.658 2.810 -1.515 -0.012 0.018 0.013
C -2.733 3.145 -0.182 -0.003 -0.009 -0.010
C -1.913 2.224 0.469 0.052 -0.005 0.013
N -1.360 1.390 -0.408 -0.617 -0.398 -0.076
H -1.517 1.277 -2.440 0.025 0.028 0.004
H -3.117 3.246 -2.386 0.004 -0.007 -0.006
H -3.301 3.944 0.259 -0.004 -0.003 0.004
H -1.700 2.125 1.520 -0.073 -0.032 0.015
C 1.986 0.655 3.878 -0.110 0.058 -0.010
C 1.854 0.238 2.435 0.163 -0.108 0.166
O 0.523 0.586 1.930 0.248 0.249 -0.616
H 2.982 0.401 4.240 0.000 -0.013 -0.007
H 1.253 0.149 4.505 0.011 -0.010 0.004
H 1.865 1.735 3.993 0.026 0.003 0.004
H 1.934 -0.838 2.317 -0.037 0.000 -0.019
H 2.608 0.702 1.802 -0.059 0.053 -0.029
H 0.273 1.422 2.342 0.030 0.084 -0.161
```
Forces are in eV/Å.

The energy is -31089.869 eV. The gap between HOMO and LUMO comes out at 9.05 eV. As for the total charge: +1.


Let's list energy above the lowest of the compared OMol25 structures with the same formula, charge and spin in order: 1.354, 0.685, 3.581, 0.991 eV.